Entry 1:
Below is a 2-piece molecular cluster, C7H7BrN3OS overall in a non-equilibrium geometry, with properties calculated with ωB97M-V/def2-TZVPD.

Values from the calculation:
gap between HOMO and LUMO (alpha / beta): 5.30 / 5.86 eV
charge: +1
HOMO energy (alpha / beta): -13.040 / -13.047 eV
LUMO (alpha / beta): -7.74 / -7.19 eV

Last columns: bonded neighbours and bond lengths (Å).
Element x y z (Å)
1 C -1.1182 -1.2508 1.8740  N8 1.155, N10 1.363
2 C 2.1080 -2.1530 -1.6126  C3 1.379, C5 1.429, H14 1.101
3 C 1.9957 -1.1043 -0.7240  C2 1.379, C6 1.406, H15 1.097
4 C -0.2093 -1.9166 -2.2931  C5 1.403, N9 1.332, H16 1.080
5 C 1.0578 -2.4704 -2.5287  C2 1.429, C4 1.403, Br13 1.917
6 C 0.6661 -0.7051 -0.5034  C3 1.406, N9 1.329, S12 1.860
7 C -1.4610 2.7033 1.0913  H17 1.108, H18 1.093, H19 1.130
8 N -1.9284 -2.0606 1.7281  C1 1.155
9 N -0.3647 -1.1634 -1.2058  C4 1.332, C6 1.329
10 N -0.2534 -0.2122 2.0481  C1 1.363, S12 1.688, H20 1.020
11 O 1.7593 1.0874 1.0823  S12 1.436
12 S 0.4336 0.6386 0.7619  C6 1.860, N10 1.688, O11 1.436
13 Br 1.2714 -4.0158 -3.6429  C5 1.917
14 H 3.1074 -2.5699 -1.8104  C2 1.101
15 H 2.7890 -0.6905 -0.0894  C3 1.097
16 H -0.9584 -2.3302 -2.9516  C4 1.080
17 H -2.2263 1.9666 0.7781  C7 1.108
18 H -0.8687 3.3953 0.4875  C7 1.093
19 H -1.1891 2.8963 2.1711  C7 1.130
20 H -0.4504 0.2606 2.9307  N10 1.020



Entry 2:
Below is an isolated ion of composition C4H7NO2S and charge -1 in a non-equilibrium geometry, with properties calculated with ωB97M-V/def2-TZVPD.

Values from the calculation:
<S²>: 0.7528
gap between HOMO and LUMO (alpha / beta): 6.86 / 4.46 eV
multiplicity: 2
charge: -1
HOMO energy (alpha / beta): -4.014 / -4.013 eV
LUMO (alpha / beta): 2.84 / 0.44 eV

Last columns: bonded neighbours and bond lengths (Å).
Element x y z (Å)
1 C 0.4679 0.0776 0.3621  N2 1.433, C6 1.528, H9 1.095, H10 1.101
2 N 0.4926 -1.3531 0.2847  C1 1.433, C3 1.449, H11 0.997
3 C 1.7352 -2.0877 0.4066  N2 1.449, O4 1.262, O5 1.248
4 O 2.7569 -1.3509 0.4837  C3 1.262
5 O 1.6543 -3.3316 0.3567  C3 1.248
6 C -0.9451 0.6459 0.2392  C1 1.528, C7 1.536, H12 1.094, H13 1.087
7 C -1.0995 1.6650 -0.8991  C6 1.536, S8 1.830, H14 1.086, H15 1.096
8 S -2.7486 1.8602 -1.6682  C7 1.830
9 H 1.1508 0.4702 -0.3989  C1 1.095
10 H 0.9698 0.3838 1.2928  C1 1.101
11 H -0.2988 -1.9214 0.4960  N2 0.997
12 H -1.6212 -0.1792 -0.0045  C6 1.094
13 H -1.2531 1.0204 1.2116  C6 1.087
14 H -0.3711 1.4409 -1.6730  C7 1.086
15 H -0.8900 2.6598 -0.4897  C7 1.096



Entry 3:
Below is a single C3H4O molecule in a non-equilibrium geometry, with properties calculated with ωB97M-V/def2-TZVPD.

Values from the calculation:
gap between HOMO and LUMO: 10.01 eV
HOMO energy: -9.936 eV
SMILES: C=CC=O
LUMO: 0.07 eV

Last columns: bonded neighbours and bond lengths (Å).
Element x y z (Å)
1 C 0.9007 0.3235 -0.7720  C2 1.359, H5 1.079, H6 1.084
2 C -0.2508 -0.3141 -0.4332  C1 1.359, C3 1.494, H7 1.120
3 C -0.7017 -0.0907 0.9738  C2 1.494, O4 1.189, H8 1.175
4 O -0.1301 0.5571 1.7904  C3 1.189
5 H 1.2988 0.2355 -1.7712  C1 1.079
6 H 1.5068 0.7603 0.0130  C1 1.084
7 H -0.9540 -0.8244 -1.1404  C2 1.120
8 H -1.6696 -0.6470 1.3396  C3 1.175



Entry 4:
Below is a 2-piece molecular cluster, C5H12NO2 overall in a non-equilibrium geometry, with properties calculated with ωB97M-V/def2-TZVPD.

Values from the calculation:
gap between HOMO and LUMO: 9.69 eV
charge: +1
HOMO energy: -13.363 eV
LUMO: -3.67 eV

Last columns: bonded neighbours and bond lengths (Å).
Element x y z (Å)
1 C 0.1813 -2.4821 0.2362  C2 1.610, O7 1.421, H9 1.091, H10 1.122
2 C -0.2083 -1.0824 0.9303  C1 1.610, O7 1.439, O8 1.351, H11 1.003
3 C -1.1796 0.0972 -1.5595  N6 1.287, H12 1.052, H13 1.021
4 C 0.6823 1.6625 -2.1139  N6 1.473, H14 1.062, H15 1.147, H16 1.053
5 C 0.4669 0.5492 2.6698  O8 1.489, H17 1.120, H18 1.129, H19 1.079
6 N -0.4042 1.0913 -1.2989  C3 1.287, C4 1.473, H20 1.025
7 O -0.4284 -1.4009 -0.4557  C1 1.421, C2 1.439
8 O 0.6923 -0.1903 1.3972  C2 1.351, C5 1.489
9 H 1.2058 -2.7979 0.0316  C1 1.091
10 H -0.5517 -3.3195 0.3812  C1 1.122
11 H -0.9872 -1.2776 1.5321  C2 1.003
12 H -1.1504 -0.3081 -2.5301  C3 1.052
13 H -1.9691 -0.0366 -0.9258  C3 1.021
14 H 1.0318 2.6208 -1.8173  C4 1.062
15 H 1.5430 0.9079 -2.0437  C4 1.147
16 H 0.4170 1.7150 -3.1318  C4 1.053
17 H -0.5655 0.6563 3.0902  C5 1.120
18 H 0.6783 1.6537 2.5652  C5 1.129
19 H 1.1169 0.2986 3.4934  C5 1.079
20 H -0.5710 1.6429 -0.4506  N6 1.025